# 1
Below is the ion C5H11N3 with charge +2, with properties calculated with ωB97M-V/def2-TZVPD.

```
19
Properties=species:S:1:pos:R:3:mulliken_charge:R:1
C 0.409 -0.629 -1.988 -1.473
C -0.226 0.129 -0.884 0.331
C -1.161 -0.430 0.184 -0.997
C -0.703 -0.063 1.511 0.561
N -1.364 -0.279 2.606 -0.308
N 0.504 0.578 1.447 -0.099
C 0.918 0.871 0.189 0.250
N 1.975 1.332 -0.208 -0.113
H 0.789 -1.595 -1.987 0.399
H 1.044 0.032 -2.495 0.391
H -0.250 -0.558 -2.864 0.403
H -0.788 1.019 -1.322 0.284
H -1.293 -1.459 -0.069 0.476
H -2.135 -0.144 -0.035 0.519
H -2.346 -0.641 2.710 0.309
H -0.865 -0.220 3.498 0.260
H 0.928 0.918 2.321 0.291
H 2.185 1.313 -1.205 0.234
H 2.783 1.697 0.243 0.280
```

Values from the calculation:
HOMO level: -0.73090 Eh
lowest unoccupied orbital energy: -8.85 eV
spin multiplicity: 1
energy relative to the best compared isomer or geometry (same formula, charge and spin): 47.9 kcal per mole
HOMO-LUMO gap: 11.04 eV
total charge: +2


# 2
Below is the molecule C5H11N3O, with properties calculated with ωB97M-V/def2-TZVPD.

```
20
Properties=species:S:1:pos:R:3:mulliken_charge:R:1
H 0.340 0.685 1.734 0.357
N -0.005 -0.175 2.149 -0.742
C -0.953 -0.512 1.313 0.735
C -1.863 -1.660 1.484 -1.215
N -1.275 0.145 0.095 0.049
N -0.509 1.246 -0.438 -0.778
C 0.720 0.928 -0.815 0.746
C 1.595 2.078 -1.195 -1.188
C 1.268 -0.445 -0.865 -0.685
O 0.697 -1.320 -1.800 -0.526
H -1.631 -2.072 2.443 0.372
H -3.022 -1.293 1.475 0.267
H -1.813 -2.398 0.672 0.267
H -2.282 0.212 -0.076 0.283
H 1.052 2.941 -0.784 0.360
H 2.547 1.987 -0.682 0.381
H 1.767 2.215 -2.251 0.269
H 1.252 -0.884 0.112 0.340
H 2.336 -0.291 -1.052 0.313
H -0.220 -1.386 -1.517 0.396
```

Values from the calculation:
HOMO level: -0.32887 Eh
lowest unoccupied orbital energy: 0.61 eV
spin multiplicity: 1
energy relative to the best compared isomer or geometry (same formula, charge and spin): 61.1 kcal per mole
HOMO-LUMO gap: 9.56 eV


# 3
Below is the molecule C5H11N3O, with properties calculated with ωB97M-V/def2-TZVPD.

```
20
Properties=species:S:1:pos:R:3:mulliken_charge:R:1
C -0.011 2.427 -0.737 -0.981
C 1.427 1.881 -0.541 -0.130
C 1.578 0.586 -0.814 -0.482
C 0.719 -0.159 -1.747 -0.474
N -0.667 -0.517 -1.069 -0.615
C -0.771 -0.955 0.113 0.594
N -2.018 -0.925 0.802 -0.625
N 0.244 -1.410 1.027 -0.303
O -0.106 -1.102 2.426 -0.446
H -0.201 2.693 0.261 0.274
H -0.766 1.570 -0.922 0.370
H -0.303 3.453 -1.115 0.342
H 2.155 2.323 0.179 0.329
H 2.639 0.298 -0.572 0.383
H 0.447 0.347 -2.875 0.240
H 1.106 -1.270 -2.131 0.266
H -2.943 -0.617 0.245 0.260
H -2.030 -1.678 1.385 0.285
H 0.985 -0.706 0.823 0.350
H -0.807 -0.318 2.340 0.363
```

Values from the calculation:
HOMO level: -0.33833 Eh
lowest unoccupied orbital energy: 0.80 eV
spin multiplicity: 1
energy relative to the best compared isomer or geometry (same formula, charge and spin): 132.5 kcal per mole
HOMO-LUMO gap: 10.01 eV


# 4
Below is a cluster of 2 separate species, C5H11N3O in total, with properties calculated with ωB97M-V/def2-TZVPD.

```
20
Properties=species:S:1:pos:R:3:mulliken_charge:R:1
N -1.387 1.199 -0.749 -0.591
C -1.895 -0.153 -0.677 -0.289
C -0.881 -1.146 -1.273 -0.943
C 0.369 -1.176 -0.460 0.183
C 1.554 -0.611 -0.887 -0.200
N 2.380 -0.461 0.190 -0.640
C 1.740 -0.819 1.252 -0.191
N 0.485 -1.280 0.886 -0.065
H -1.850 1.804 -0.104 0.208
H -0.388 1.255 -0.862 0.319
H -2.081 -0.468 0.360 0.216
H -2.830 -0.306 -1.222 0.332
H -1.401 -2.094 -1.439 0.344
H -0.606 -0.882 -2.295 0.304
H 1.800 -0.191 -1.844 0.428
H 2.006 -0.866 2.294 0.375
H -0.153 -1.784 1.477 0.229
O -0.909 3.138 1.411 -0.676
H -0.440 2.608 0.767 0.360
H -1.740 2.746 1.669 0.299
```

Values from the calculation:
HOMO level: -0.32307 Eh
lowest unoccupied orbital energy: 0.61 eV
spin multiplicity: 1
energy relative to the best compared isomer or geometry (same formula, charge and spin): 26.4 kcal per mole
HOMO-LUMO gap: 9.40 eV